[1]
{"formula": "C36H100N8O12", "method": "the ωB97M-V functional and the def2-TZVPD basis", "symbols": ["C", "O", "C", "C", "C", "N", "H", "H", "H", "H", "H", "H", "H", "H", "H", "H", "H", "C", "O", "C", "C", "C", "N", "H", "H", "H", "H", "H", "H", "H", "H", "H", "H", "H", "C", "O", "C", "C", "C", "N", "H", "H", "H", "H", "H", "H", "H", "H", "H", "H", "H", "C", "O", "C", "C", "C", "N", "H", "H", "H", "H", "H", "H", "H", "H", "H", "H", "H", "C", "O", "C", "C", "C", "N", "H", "H", "H", "H", "H", "H", "H", "H", "H", "H", "H", "C", "O", "C", "C", "C", "N", "H", "H", "H", "H", "H", "H", "H", "H", "H", "H", "H", "C", "O", "C", "C", "C", "N", "H", "H", "H", "H", "H", "H", "H", "H", "H", "H", "H", "C", "O", "C", "C", "C", "N", "H", "H", "H", "H", "H", "H", "H", "H", "H", "H", "H", "O", "C", "C", "O", "H", "H", "H", "H", "H", "H", "O", "C", "C", "O", "H", "H", "H", "H", "H", "H"], "xyz": [[-3.34319, -1.41220, 1.95813], [-2.11743, -0.94599, 2.61585], [-1.83616, -1.60025, 3.83434], [-1.49446, -0.58064, 4.91267], [-0.22411, 0.11857, 4.56487], [-1.23794, -1.25352, 6.16602], [-4.29173, -1.35784, 2.49238], [-3.27007, -2.39243, 1.48707], [-3.43928, -0.73551, 1.10904], [-2.67731, -2.22996, 4.12419], [-0.95528, -2.20862, 3.62928], [-2.27201, 0.17568, 5.01992], [-0.28685, 0.67326, 3.62867], [0.70429, -0.43848, 4.69083], [-0.17786, 0.96856, 5.24566], [-0.63582, -0.61090, 6.66059], [-0.67499, -2.06959, 5.97309], [-5.92253, -3.23658, 0.19353], [-5.02641, -3.34097, -0.93561], [-4.68707, -4.74218, -1.22196], [-3.47664, -4.93982, -2.16377], [-3.74224, -4.30715, -3.53468], [-3.26945, -6.31971, -2.37346], [-6.82932, -3.80535, -0.01219], [-6.30128, -2.21534, 0.23529], [-5.42889, -3.73150, 1.02987], [-4.35169, -5.18799, -0.28555], [-5.60188, -5.16746, -1.63469], [-2.59784, -4.58343, -1.62637], [-4.40246, -4.97099, -4.09282], [-2.76378, -4.27366, -4.01383], [-4.08468, -3.27820, -3.42479], [-4.16235, -6.70686, -2.64352], [-2.66161, -6.29825, -3.17980], [4.16174, -2.93945, 5.16352], [4.47108, -2.25050, 3.95796], [5.31991, -1.16333, 4.10549], [5.13750, -0.05245, 3.00772], [5.76571, -0.49201, 1.66885], [5.77485, 1.23164, 3.35432], [5.04883, -3.46242, 5.52081], [3.38484, -3.68130, 4.97866], [3.78536, -2.26716, 5.93454], [5.23707, -0.70897, 5.09281], [6.36047, -1.48200, 4.04411], [4.06931, 0.05522, 2.81935], [5.39874, -1.45415, 1.31148], [6.80968, -0.72427, 1.87928], [5.74802, 0.16228, 0.79723], [5.45196, 1.96534, 2.73989], [5.32073, 1.46797, 4.22496], [-1.90899, 3.89834, -5.87956], [-1.90968, 2.55563, -5.55390], [-2.40155, 2.18863, -4.26656], [-1.44357, 2.68224, -3.21500], [0.02154, 2.27002, -3.34826], [-1.87080, 2.18522, -1.93532], [-2.88817, 4.30105, -5.62045], [-1.71782, 4.08243, -6.93675], [-1.07548, 4.44561, -5.43926], [-3.39060, 2.60679, -4.07941], [-2.51624, 1.10777, -4.18474], [-1.48241, 3.76795, -3.12657], [0.09756, 1.19835, -3.53229], [0.58784, 2.47183, -2.43904], [0.59547, 2.70464, -4.16668], [-1.57519, 1.23174, -2.08892], [-2.87393, 2.13691, -1.82811], [-5.00482, 3.08153, -0.43006], [-4.87372, 2.18309, -1.49905], [-5.57846, 0.96351, -1.35049], [-5.64033, 0.14209, -2.71179], [-6.21942, 0.95436, -3.89222], [-6.42115, -1.07012, -2.46299], [-4.31507, 3.91200, -0.58052], [-4.80028, 2.61147, 0.53187], [-5.99012, 3.53991, -0.51473], [-5.16118, 0.34008, -0.55972], [-6.58283, 1.25932, -1.04745], [-4.60782, -0.14015, -2.91759], [-6.31288, 0.30208, -4.76050], [-5.54738, 1.79200, -4.07883], [-7.15628, 1.45907, -3.65630], [-6.58261, -1.58387, -3.31744], [-5.94122, -1.64099, -1.78192], [5.20139, 1.85874, 6.63757], [4.42589, 2.23902, 5.45875], [3.36789, 3.04422, 5.62391], [2.55584, 3.28792, 4.36829], [3.35215, 4.08302, 3.28710], [1.46338, 4.13822, 4.70202], [5.74272, 2.67542, 7.11519], [5.96006, 1.13741, 6.33396], [4.60813, 1.35270, 7.39919], [2.69879, 2.48795, 6.28039], [3.67185, 3.98286, 6.08721], [2.15407, 2.37757, 3.92338], [3.35582, 5.16958, 3.37365], [2.98850, 3.88097, 2.27961], [4.40394, 3.79696, 3.28857], [1.05395, 4.38495, 3.81231], [1.95058, 4.97609, 4.98612], [-2.14280, -1.44179, -1.89221], [-1.16925, -0.50768, -1.51129], [-0.33285, -0.97789, -0.43412], [0.32450, 0.28266, 0.25521], [1.39812, -0.13871, 1.28065], [-0.65857, 1.10929, 0.91975], [-2.97252, -1.48092, -1.18641], [-1.76377, -2.45779, -2.00251], [-2.56412, -1.15969, -2.85710], [-0.84384, -1.54342, 0.34508], [0.44907, -1.61931, -0.84066], [0.74032, 0.92985, -0.51702], [2.06646, 0.67856, 1.55171], [2.08105, -0.89028, 0.88460], [0.96747, -0.59435, 2.17230], [-1.13790, 0.48728, 1.55494], [-1.31905, 1.37730, 0.20418], [3.53849, 0.28665, -1.57084], [4.64066, 0.35739, -2.53134], [4.37098, 0.12214, -3.87384], [5.60578, 0.15267, -4.79740], [6.26578, 1.55064, -4.74861], [5.21896, -0.24399, -6.16064], [2.71222, 0.87439, -1.97076], [3.87961, 0.71581, -0.62873], [3.21661, -0.75346, -1.51939], [3.81151, -0.78524, -4.10134], [3.71771, 0.91886, -4.22961], [6.29439, -0.64034, -4.50574], [7.14192, 1.52612, -5.39659], [6.62077, 1.85808, -3.76497], [5.59413, 2.33258, -5.10295], [4.72036, -1.12218, -6.14427], [6.08548, -0.41836, -6.64936], [1.10679, -6.26914, -2.99631], [0.59750, -5.39586, -2.02596], [1.59005, -5.08339, -0.97485], [2.51724, -4.01614, -1.36580], [0.43960, -6.45053, -3.66230], [0.14297, -4.49824, -2.44525], [-0.21032, -6.00824, -1.62531], [2.10345, -5.99755, -0.67683], [1.06620, -4.65503, -0.12034], [3.13508, -4.35422, -2.01817], [-1.96648, 5.60886, 1.31448], [-1.75553, 4.64301, 0.30697], [-0.22328, 4.31298, 0.27252], [0.27508, 3.67323, 1.44176], [-1.57153, 5.32199, 2.14112], [-2.33528, 3.76185, 0.58188], [-2.09245, 4.98558, -0.67141], [0.34718, 5.22360, 0.08966], [0.05585, 3.65848, -0.55320], [0.04735, 2.74062, 1.44077]], "orbital_gap_ev": 8.9890, "multiplicity": 1, "lumo_ev": 0.251, "energy_ha": -2772.25675, "smiles": "COC[C@H](C)N.COC[C@H](C)N.COC[C@H](C)N.COC[C@H](C)N.COC[C@H](C)N.COC[C@H](C)N.COC[C@H](C)N.COC[C@H](C)N.OCCO.OCCO", "e_homo_ha": -0.32111, "e_above_lowest_kj_mol": 337.9}

[2]
{"formula": "C2H6FN", "method": "the ωB97M-V functional and the def2-TZVPD basis", "symbols": ["C", "C", "N", "F", "H", "H", "H", "H", "H", "H"], "xyz": [[-0.01923, -1.25515, 0.02789], [-0.24631, 1.25899, -0.13404], [-0.65600, -0.11489, -0.46921], [-2.32808, -0.11395, 0.40124], [1.02227, -0.95888, 0.47029], [-0.62583, -1.68011, 0.78391], [-0.10587, -1.93740, -0.84997], [-1.02877, 1.88394, -0.14436], [0.30858, 1.44572, 0.79874], [0.45133, 1.59497, -0.82816]], "orbital_gap_ev": [9.3221, 9.3229], "multiplicity": 1, "lumo_ev": [-0.868, -0.867], "energy_ha": -234.26795, "e_homo_ha": [-0.37449, -0.37448], "e_above_lowest_kj_mol": 376.5}

[3]
{"formula": "CHCl4OP", "method": "the ωB97M-V functional and the def2-TZVPD basis", "symbols": ["O", "P", "Cl", "Cl", "C", "Cl", "Cl", "H"], "xyz": [[2.89652, -0.01638, -1.80111], [2.17680, -0.05065, -0.54651], [2.49039, 1.46519, 0.75540], [2.51429, -1.61525, 0.55956], [0.16308, 0.05318, -0.74248], [0.02763, 1.16352, -2.06503], [-0.22882, -1.62744, -1.13193], [-0.35342, 0.65860, 0.16674]], "orbital_gap_ev": 10.9882, "multiplicity": 1, "lumo_ev": 0.286, "energy_ha": -2296.12193, "smiles": "O=P(Cl)(Cl)C(Cl)Cl", "e_homo_ha": -0.39330, "e_above_lowest_kj_mol": 0.0}

[4]
{"formula": "C6H7FN3O2", "method": "the ωB97M-V functional and the def2-TZVPD basis", "symbols": ["C", "C", "F", "C", "N", "C", "N", "C", "N", "C", "O", "O", "H", "H", "H", "H", "H", "H", "H"], "xyz": [[-1.83398, -1.06687, -1.53516], [-1.00386, -0.77682, -0.30755], [-0.23753, -1.87563, 0.01011], [0.20427, 0.50751, -0.82713], [1.23903, 0.61152, 0.14330], [1.26313, 0.25766, 1.43663], [2.41899, 0.59210, 1.97687], [3.08077, 1.16311, 0.95535], [2.40708, 1.19413, -0.17153], [-1.86288, -0.18148, 0.91269], [-2.33639, 0.92786, 0.66248], [-1.93920, -0.90692, 1.90023], [-2.40756, -0.17844, -1.78680], [-2.52047, -1.88463, -1.32019], [-1.20658, -1.35275, -2.38305], [-0.40350, 1.40973, -0.87077], [0.61084, 0.22266, -1.79189], [0.45618, -0.23090, 1.94117], [4.07165, 1.56817, 1.05524]], "orbital_gap_ev": 8.6567, "total_charge": -1, "multiplicity": 1, "lumo_ev": 3.779, "energy_ha": -647.51326, "smiles": "C[C@@](F)(Cn1cncn1)C(=O)[O-]", "e_homo_ha": -0.17926, "e_above_lowest_kj_mol": 0.0}

[5]
{"formula": "C10H8ClNO", "method": "the ωB97M-V functional and the def2-TZVPD basis", "symbols": ["C", "C", "C", "C", "C", "C", "C", "C", "C", "C", "N", "O", "Cl", "H", "H", "H", "H", "H", "H", "H", "H"], "xyz": [[-2.89319, -0.05966, -0.94471], [-2.49534, -1.40764, -0.64347], [-2.18306, 1.06199, -0.56945], [-1.31209, -1.62603, 0.02616], [-0.89232, 0.84121, -0.00625], [-0.52021, -0.48227, 0.19890], [1.15002, 1.61850, 0.98361], [1.93865, 0.47598, 0.90849], [-0.03217, 2.01343, 0.28459], [2.20888, -0.44585, -0.13977], [2.99600, -1.51979, 0.17964], [-0.33079, 3.15139, -0.02827], [1.87959, 0.03558, -1.73317], [-3.88994, 0.21172, -1.48466], [-3.00697, -2.32902, -0.74679], [-2.42114, 2.15231, -0.70580], [-1.10086, -2.56045, 0.30453], [1.49822, 2.23106, 1.91713], [2.52689, 0.23066, 1.83976], [3.18596, -2.15335, -0.55522], [3.69387, -1.43977, 0.91476]], "orbital_gap_ev": [7.5832, 7.1231], "multiplicity": 1, "lumo_ev": [-0.686, 0.004], "energy_ha": -975.86882, "e_homo_ha": [-0.30388, -0.26164], "e_above_lowest_kj_mol": 409.3}

[6]
{"formula": "C22H25N3O5S", "method": "the ωB97M-V functional and the def2-TZVPD basis", "symbols": ["C", "C", "C", "N", "C", "O", "C", "C", "N", "C", "C", "C", "C", "S", "O", "O", "N", "C", "C", "C", "C", "C", "O", "C", "C", "C", "C", "C", "C", "C", "O", "H", "H", "H", "H", "H", "H", "H", "H", "H", "H", "H", "H", "H", "H", "H", "H", "H", "H", "H", "H", "H", "H", "H", "H", "H"], "xyz": [[-4.05889, 3.07242, -4.10365], [-2.65863, 3.25737, -4.67451], [-1.85084, 4.28109, -3.87489], [-1.63579, 3.84157, -2.51915], [-2.10910, 4.50276, -1.45503], [-2.69702, 5.57205, -1.51196], [-1.85307, 3.84098, -0.13072], [-2.28660, 4.52374, 0.96268], [-2.14447, 4.07626, 2.22529], [-1.54702, 2.87370, 2.49065], [-1.40465, 2.41964, 3.80794], [-0.80528, 1.20590, 4.05309], [-0.34359, 0.43583, 2.99118], [0.38741, -1.17033, 3.33094], [0.77003, -1.19129, 4.71549], [-0.50400, -2.18465, 2.86226], [1.75251, -1.10260, 2.35362], [2.79170, -0.30144, 2.95688], [2.10122, -2.23386, 1.58927], [3.32642, -2.88172, 1.72757], [3.63202, -3.96998, 0.93854], [2.71839, -4.45391, 0.00198], [3.11908, -5.53800, -0.71458], [2.23182, -6.09720, -1.66315], [2.92026, -7.30376, -2.28225], [1.49342, -3.80866, -0.13304], [1.19652, -2.70537, 0.64713], [-0.47172, 0.86557, 1.69473], [-1.07350, 2.09688, 1.41880], [-1.19945, 2.55121, 0.02107], [-0.77428, 1.86532, -0.90549], [-4.59405, 4.01907, -4.09836], [-4.62288, 2.35733, -4.69778], [-4.00731, 2.70520, -3.08117], [-2.12975, 2.30141, -4.66711], [-2.72284, 3.59938, -5.70894], [-2.38672, 5.23199, -3.82020], [-0.88088, 4.44622, -4.35812], [-1.18981, 2.94175, -2.36038], [-2.77267, 5.47948, 0.81969], [-2.48747, 4.62771, 2.99971], [-1.77014, 3.02819, 4.62208], [-0.67483, 0.82756, 5.05440], [3.58335, -0.13157, 2.22915], [2.34652, 0.65448, 3.23370], [3.20233, -0.76206, 3.85999], [4.04618, -2.54015, 2.45445], [4.58003, -4.47457, 1.03850], [1.29824, -6.40389, -1.17164], [1.99368, -5.35675, -2.43966], [2.26876, -7.76394, -3.01963], [3.15715, -8.03100, -1.51065], [3.84478, -6.99676, -2.76339], [0.76057, -4.14953, -0.84664], [0.24179, -2.21852, 0.53846], [-0.10691, 0.26942, 0.87285]], "orbital_gap_ev": 7.8833, "multiplicity": 1, "lumo_ev": -0.212, "energy_ha": -1792.02397, "smiles": "CCCNC(=O)c1c[nH]c2ccc(S(=O)(=O)N(C)c3ccc(OCC)cc3)cc2c1=O", "e_homo_ha": -0.29751, "e_above_lowest_kj_mol": 209.7}